This record from the OMol25 dataset describes a 5-piece molecular cluster, C14H31FO12Si overall. The level of theory is ωB97M-V/def2-TZVPD.

Atoms and positions in Å:
C 1.807519 0.759140 4.116515
C -8.396222 0.176554 -0.580878
F -3.151001 -2.920116 -2.210590
H -8.109745 -0.837729 -0.841318
H 5.232800 -2.727084 -1.914035
H 7.115785 1.633537 -1.910413
H 10.050122 -1.333544 -4.898710
H 2.388240 -0.145944 3.966319
H -9.726157 2.928681 3.177178
H -9.428794 0.354435 -0.874150
O 2.266305 -0.519241 -0.927503
H 5.496449 1.017912 -2.309822
C -8.682800 2.658634 3.326381
H -8.494448 2.475970 4.379775
H 2.119543 0.062062 1.062507
C 4.271413 -3.221314 -1.786923
H -4.441098 -0.631163 0.359943
O -0.000007 2.690324 3.939682
C 2.224968 0.500174 0.073285
H -2.670898 2.339507 1.397492
C -0.084271 1.748044 3.198347
H -5.546674 -1.935521 -0.102986
O -1.017987 1.568612 2.264114
O 3.209541 -2.261301 -1.783181
H 1.350662 1.107149 -0.142562
H 2.431518 1.633181 3.941714
C 6.518382 1.122130 -2.662289
H -3.250469 -3.692829 0.142578
H -7.741016 0.883152 -1.086433
H -0.722785 -1.989705 -0.519141
O 4.130762 -1.328488 0.055371
H -1.704808 -1.217473 0.779377
H -2.522249 2.714017 3.131254
C -1.644091 -1.468655 -0.280017
O 8.977826 0.655507 -3.526009
C -1.984237 2.621253 2.190199
H 6.532024 1.685902 -3.592850
H 10.627592 -1.388646 -3.216503
H 3.122254 1.115810 0.030718
C 3.284391 -1.368683 -0.799540
H -8.041636 3.461427 2.967897
C 8.253499 -0.278869 -3.306143
H 4.270304 -3.796234 -0.863072
O 8.569624 -1.564593 -3.456786
O 0.740650 0.703086 3.163033
H 4.076678 -3.875400 -2.631078
H -1.503904 3.566472 1.946007
C -8.555474 1.474166 1.335518
H -4.852254 -0.841247 -1.341691
O -8.248257 0.278148 0.837465
H -1.728175 -0.539665 -0.845921
H 10.014540 -2.867113 -3.995538
C -4.669435 -1.371689 -0.407414
O 6.997400 -0.208869 -2.870473
Si -3.170964 -2.458820 -0.666180
C 9.902846 -1.789788 -3.921958
O -8.928255 2.427404 0.703963
H 1.413277 0.784293 5.130008
O -8.378804 1.433040 2.655465

Force components x, y, z for each atom (eV/Å):
C 0.1 -0.1 0.0
C 0.0 -0.1 -0.1
F 0.0 0.0 -0.1
H 0.0 0.0 0.1
H 0.0 0.0 0.0
H 0.1 0.0 0.0
H 0.0 0.1 0.0
H 0.0 0.0 0.0
H 0.0 0.0 0.0
H 0.0 0.1 0.0
O -0.1 0.0 -0.1
H 0.0 -0.1 0.0
C 0.0 0.1 0.1
H 0.0 -0.1 0.0
H 0.1 0.0 0.0
C 0.1 -0.1 -0.1
H -0.1 0.0 0.1
O 0.0 0.0 0.0
C -0.1 0.1 0.1
H 0.0 0.0 0.0
C 0.0 0.0 0.0
H -0.1 0.0 -0.1
O 0.0 0.0 0.0
O 0.0 0.0 0.0
H 0.0 -0.1 -0.1
H 0.0 0.0 0.0
C -0.2 0.1 0.1
H 0.0 0.0 0.0
H 0.0 0.1 0.0
H 0.2 0.1 0.1
O 0.0 0.0 0.0
H 0.3 0.0 0.1
H 0.0 0.0 0.0
C -0.7 -0.2 -0.2
O 0.0 0.0 0.0
C -0.1 0.0 -0.1
H 0.1 0.0 0.0
H 0.0 0.1 0.0
H 0.0 0.0 0.0
C 0.0 0.0 -0.1
H 0.0 0.0 0.0
C 0.0 0.0 0.0
H 0.0 0.0 0.0
O 0.0 0.0 0.0
O 0.0 0.0 0.0
H -0.1 0.0 0.0
H 0.0 0.0 0.1
C 0.0 0.0 0.0
H -0.2 0.0 0.0
O 0.0 0.0 0.0
H 0.3 0.1 0.0
H -0.1 0.0 0.0
C 0.4 -0.2 0.0
O 0.0 0.0 0.0
Si 0.0 0.2 0.2
C 0.1 -0.1 0.0
O 0.0 0.0 0.0
H 0.0 0.1 0.0
O 0.0 0.0 0.0

Calculated values
- Net charge: 0
- Structure (SMILES): C[SiH](C)F.COC(=O)OC.COC(=O)OC.COC(=O)OC.COC(=O)OC
- Energy: -50188.1630 eV



This record from the OMol25 dataset describes a 2-piece molecular cluster, C5H15NP overall at a distorted geometry. The level of theory is ωB97M-V/def2-TZVPD.

Atoms and positions in Å:
H 0.631489 0.324803 -3.535131
H -1.043873 2.038222 0.754510
H 1.235300 -1.457927 -0.826644
C -2.203191 -0.655233 1.836380
H 0.610800 -0.347917 1.237808
N -0.099246 0.123472 0.707548
H 2.423590 1.141614 -1.042886
C 1.272031 -0.513055 -1.278498
C -1.446455 -0.584484 0.560598
H -1.655014 -1.090414 2.658315
H -2.071913 -0.265863 -0.260016
H -1.033363 -1.597946 0.353106
H 0.407732 1.875334 1.747183
H -2.635699 0.251883 2.084181
H 2.897620 -0.168138 -0.053847
H -0.304102 -1.291733 -2.624724
H 0.597540 2.093594 0.074047
C -0.106322 1.597126 0.857147
H 3.168389 -0.181478 -1.708405
H -3.090043 -1.377606 1.737606
C 2.480244 0.095663 -1.000467
P -0.035513 -0.009917 -2.277811

Force components x, y, z for each atom (eV/Å):
H -0.4 0.1 0.7
H -1.7 0.3 -0.1
H -0.8 -1.6 0.3
C -1.3 -2.5 0.3
H 0.4 -0.5 0.0
N -3.7 2.9 0.8
H 0.2 1.8 -0.1
C -1.6 -1.6 -0.8
C 2.6 -2.2 -0.1
H 0.4 0.2 0.3
H 0.5 0.6 -0.2
H -0.9 0.4 -0.3
H 0.1 0.0 1.1
H -0.7 1.9 0.8
H 0.4 -0.3 0.8
H -1.0 -1.2 -0.5
H -1.2 -1.0 0.9
C 3.2 -0.7 -2.0
H 2.2 -0.6 -1.9
H 1.3 0.9 -0.3
C 1.3 1.9 1.6
P 0.5 1.0 -1.2

Calculated values
- Spin multiplicity: 3
- Net charge: +1
- ΔE to the lowest compared entry with this formula, charge and spin: 1.281 eV



This record from the OMol25 dataset describes a 4-piece molecular cluster, C28H38NO15S3 overall. The level of theory is ωB97M-V/def2-TZVPD.

Atoms and positions in Å:
H 0.208443 -0.892076 2.790393
H 2.674303 3.170713 3.985192
C 3.174109 5.297893 -1.884966
C -1.861935 2.352061 0.346259
H 3.096992 1.519678 2.364923
O -5.166495 -0.006265 -0.521350
S -5.927719 -1.151728 -0.171084
H 4.363991 7.061657 -2.378860
H -3.292548 3.215212 -1.726404
C 0.034993 4.136899 1.182523
H -5.849251 -3.780064 1.152168
O 5.590980 -2.552971 0.068649
H 4.391259 -3.876402 1.090517
H 3.535005 4.797323 -2.784698
C -0.283426 -3.503135 -3.568858
S 5.613235 -0.967031 -0.168362
C -1.247667 -2.769375 0.567643
H -3.633185 -2.869743 -0.777732
O 2.356106 7.270485 -2.793146
O -0.790091 0.648624 1.709632
H 0.576794 2.026694 3.556934
H 1.332173 4.278278 3.749386
C 1.982183 3.564946 3.240978
C -2.988140 4.060157 -1.109352
H 3.361981 -1.650104 2.287722
C -0.934424 4.547486 0.278101
H 1.915036 1.047633 1.124379
H 2.969488 -1.951014 0.567781
H -2.594301 -0.307213 1.428501
H -2.640941 1.668096 0.027240
H 3.607546 4.833669 -1.003122
C -0.871735 1.953381 1.222366
H 3.304591 7.260355 -0.957968
H 0.771442 -4.993011 2.120438
C 3.407144 6.795013 -1.940115
H 1.879057 0.352992 2.769473
C 2.053398 1.261512 2.182513
C 0.100612 2.847018 1.683362
O -0.544037 -6.283961 0.344768
C -0.021853 -4.756431 -2.728053
S 1.041289 6.391097 -2.586969
O -1.760374 -4.933031 -1.001209
C 1.143192 2.405306 2.698268
H 0.619901 -4.500791 -1.880897
C -1.301413 -5.446240 -2.279926
O 1.744417 5.170781 -1.824010
O 0.172763 7.040457 -1.670466
H -1.231794 -6.531676 -2.235049
C -0.941713 -1.647221 1.318300
O 6.841607 -0.425602 0.272499
C 0.582684 -2.907773 2.592247
H 0.769678 4.863239 1.503421
H -0.778221 -3.763229 -4.505232
O 5.098048 -0.708087 -1.462259
C -0.958988 -5.202245 0.045074
H -0.950604 5.555507 -0.112592
H 5.468222 -2.880130 2.103854
H 2.536500 4.076138 2.455326
H -2.104539 -5.198560 -2.972995
H 0.556864 -5.464126 -3.326139
H -2.481287 -0.821075 -2.237597
C -1.566668 -0.313902 1.043926
N -0.038236 -1.748110 2.294429
C 3.775387 -1.786084 1.290935
O -5.574151 -2.350742 -1.176078
C -1.085261 -2.487959 -2.873187
H -4.137888 -3.480648 1.544971
H 0.678245 -3.057206 -3.835678
H 1.323343 -2.915082 3.379067
H -1.571361 -0.179305 -0.040578
H -2.618284 4.839021 -1.777577
C -1.907239 3.655973 -0.144712
C -4.637193 -3.240303 -0.568901
H -3.863116 4.458542 -0.595215
C -0.642948 -3.975889 0.860235
H -1.937428 -2.686341 -0.257431
C -4.968515 -3.184022 0.908459
C 0.292743 -4.050175 1.896438
O -7.329809 -1.098965 -0.007927
O 0.581437 5.961279 -3.855025
C 4.819802 -2.886220 1.225865
O 4.489474 -0.609835 0.927409
H -4.749895 -4.234272 -0.993050
O -5.245687 -1.796611 1.132718
C -1.806099 -1.563131 -2.600516

Force components x, y, z for each atom (eV/Å):
H -0.1 0.1 -0.1
H 0.1 0.1 -0.1
C 0.1 -0.1 -0.1
C -0.2 -0.3 -0.1
H 0.0 0.0 -0.2
O 0.1 0.2 0.0
S 0.0 -0.3 0.0
H -0.1 0.0 -0.1
H -0.1 0.0 0.1
C 0.1 0.3 0.0
H 0.0 0.0 0.0
O -0.1 0.1 -0.1
H 0.1 0.0 -0.1
H 0.0 0.0 0.0
C 0.4 0.1 0.5
S -0.1 -0.2 0.1
C 0.0 -0.1 0.1
H -0.1 -0.1 -0.1
O 0.0 -0.1 -0.1
O 0.0 -0.1 -0.1
H 0.0 -0.1 0.0
H 0.1 0.1 -0.1
C -0.4 -0.3 0.2
C 0.2 0.1 -0.2
H 0.1 0.1 0.0
C -0.3 -0.2 -0.1
H 0.0 0.0 0.0
H 0.0 0.0 0.0
H -0.1 -0.1 -0.2
H 0.0 0.0 0.0
H -0.1 0.0 0.0
C 0.1 0.4 0.1
H 0.0 0.0 0.0
H 0.0 0.0 0.1
C 0.0 0.0 0.2
H 0.0 -0.1 -0.1
C 0.0 0.2 0.4
C 0.1 -0.2 0.0
O 0.2 0.2 -0.2
C 0.1 -0.2 -0.3
S 0.3 0.0 0.0
O 0.4 0.4 0.2
C -0.1 0.0 0.0
H -0.1 -0.1 0.1
C -0.3 -0.2 -0.2
O 0.0 0.1 0.1
O -0.1 -0.1 0.0
H 0.2 0.0 0.2
C -0.2 0.1 -0.2
O 0.0 0.1 0.0
C 0.2 -0.3 0.1
H 0.0 0.0 0.0
H -0.1 0.0 0.0
O 0.1 0.0 -0.1
C -0.3 -0.4 0.0
H 0.1 0.1 0.1
H 0.0 0.0 0.0
H 0.1 0.0 0.0
H -0.1 0.0 0.1
H 0.0 0.0 0.0
H 0.0 0.1 -0.2
C 0.3 0.1 0.4
N 0.2 -0.2 0.1
C -0.2 -0.1 -0.1
O -0.2 0.1 0.2
C -0.3 0.4 -0.8
H 0.0 0.1 0.0
H -0.1 0.0 0.0
H -0.1 0.3 0.1
H -0.1 0.1 0.0
H 0.0 0.0 0.0
C 0.0 0.0 0.0
C 0.2 -0.1 0.0
H 0.0 -0.1 0.0
C -0.2 0.2 0.1
H 0.2 0.0 0.0
C -0.1 -0.2 -0.1
C -0.2 0.0 -0.2
O 0.0 0.1 -0.1
O -0.1 0.1 0.0
C 0.0 0.0 0.2
O 0.2 0.0 0.1
H -0.1 0.1 -0.1
O 0.1 0.1 0.0
C 0.0 -0.3 0.6

Calculated values
- Net charge: +1
- Energy: -94350.0203 eV